Computed, not measured: a 11-piece molecular cluster, C30H90N6O11P2S9 overall in a non-equilibrium geometry, with wB97M-V/def2-TZVPD.

```
148
Properties=species:S:1:pos:R:3:forces:R:3
O 1.72420 1.40060 0.01555 0.489 -0.452 0.595
P 0.50044 0.71597 0.47966 -3.505 -2.496 0.299
N 0.03490 -0.79720 -0.26623 0.401 1.733 -0.301
C 1.11690 -1.57509 -0.89906 -0.795 0.739 -0.302
C -1.37973 -1.16092 -0.70581 2.170 1.276 0.327
N -0.90817 1.65335 0.23572 -0.079 0.203 -0.739
C -1.18028 2.72637 1.23049 -0.834 -0.735 -0.606
C -1.23467 2.04572 -1.19238 0.632 0.149 0.453
N 0.34910 0.20568 2.11804 1.161 0.370 -0.474
C -0.52616 -0.88169 2.53433 -1.696 1.298 0.499
C 1.12426 0.73582 3.24530 1.316 0.902 -1.094
H 1.33395 -1.26482 -1.92118 -0.512 -0.056 -0.535
H 0.77123 -2.60871 -0.91413 0.642 -0.104 0.130
H 2.10379 -1.38997 -0.47493 -0.257 -0.474 0.802
H -2.04577 -0.50468 -0.14559 -0.176 -0.704 0.383
H -1.43397 -2.23761 -0.54499 -0.610 0.216 0.205
H -1.57039 -0.88449 -1.74280 0.287 -0.343 -0.377
H -1.71250 2.30706 2.08432 0.405 -0.129 0.318
H -0.30971 3.30097 1.54676 0.161 0.007 0.016
H -1.93046 3.39540 0.80893 0.301 0.183 -0.085
H -1.95641 2.86244 -1.20482 0.258 0.137 0.265
H -0.33516 2.33904 -1.73362 0.148 0.410 0.064
H -1.67890 1.31301 -1.86611 -0.069 -0.774 0.703
H -0.18069 -1.90425 2.68640 0.539 0.082 -0.520
H -0.89607 -0.52192 3.49446 0.163 -0.298 0.525
H -1.49283 -0.87002 2.03082 0.411 -0.415 -0.728
H 1.10035 1.81993 3.35589 -0.992 0.155 0.265
H 2.19586 0.67914 3.05412 0.139 -0.698 0.066
H 0.91374 0.23403 4.18975 -0.132 0.101 -0.277
O -1.96376 -0.80609 -4.68279 1.023 -1.768 -0.720
P -1.73092 -2.25052 -5.08156 -0.073 2.492 -1.697
N -2.82805 -3.26664 -4.37248 -0.720 -0.411 0.370
C -4.30060 -3.36261 -4.84192 2.134 0.525 1.065
C -2.74053 -3.46948 -2.88048 0.101 -1.165 -1.512
N -0.16243 -2.84535 -4.78345 -0.341 -1.952 1.149
C -0.01868 -4.34917 -4.63273 -0.755 0.087 -0.623
C 1.11214 -2.16705 -5.16437 -1.000 -0.621 0.746
N -1.97141 -2.42685 -6.82032 -0.955 -0.590 1.494
C -1.76371 -1.19886 -7.62953 -0.047 -0.307 0.886
C -1.70478 -3.78686 -7.41760 -0.729 2.143 -0.145
H -4.35803 -3.54975 -5.91419 0.026 -0.323 0.285
H -4.85774 -2.45437 -4.61217 0.190 0.261 -0.051
H -4.68008 -4.12319 -4.15955 -0.334 -0.360 -0.688
H -3.40648 -2.82893 -2.30230 0.160 0.167 -0.103
H -1.72277 -3.49660 -2.49118 0.033 0.765 -0.280
H -3.02063 -4.51974 -2.79914 -0.526 -0.078 0.554
H 1.00115 -4.68385 -4.44289 0.061 0.524 -0.150
H -0.63190 -4.86945 -3.89695 -0.073 0.918 0.837
H -0.42771 -4.87895 -5.49304 0.601 0.118 -0.582
H 1.25609 -2.22620 -6.24320 0.043 0.650 -0.097
H 1.14971 -1.19262 -4.67736 -0.164 0.281 -0.701
H 1.94716 -2.70563 -4.71629 -0.179 -0.239 0.110
H -2.09554 -1.25261 -8.66640 0.682 -0.889 -0.207
H -2.38986 -0.35727 -7.33330 -0.015 -0.204 0.909
H -0.72752 -0.91556 -7.44471 0.142 0.477 -0.945
H -2.16452 -3.78531 -8.40590 0.282 0.085 -0.236
H -2.28215 -4.54529 -6.88889 0.528 -0.046 0.408
H -0.63058 -3.95348 -7.49768 -0.061 -0.499 0.022
C 4.86515 3.69280 5.65871 -0.209 1.297 0.984
S 3.39352 3.48752 4.56422 -2.013 -2.171 -0.417
O 2.05095 3.07037 5.26730 2.882 1.497 -0.649
C 3.22785 5.19623 3.92382 0.726 0.237 1.070
H 5.09511 2.89167 6.36114 -0.440 -0.612 -0.703
H 4.80326 4.54694 6.33303 -0.648 0.334 0.030
H 5.75491 3.95143 5.08467 -0.207 -0.500 -0.609
H 3.76395 5.38115 2.99296 0.291 -0.518 0.126
H 3.72551 5.70003 4.75245 -0.348 0.964 -0.364
H 2.21113 5.54888 3.75059 -0.057 -0.554 0.497
C -0.88821 3.36876 -7.97018 -0.098 0.000 1.348
S -0.94836 3.77791 -6.18853 -0.055 2.276 1.354
O -1.99462 4.91665 -6.02314 1.292 -2.717 -0.385
C -1.44254 2.16574 -5.40486 -1.266 -0.059 -1.482
H -1.86744 2.98371 -8.25471 0.282 -0.080 -0.431
H -0.02166 2.71597 -8.07534 -0.350 -0.396 -0.238
H -0.61950 4.32435 -8.42043 -0.385 -0.048 -0.054
H -1.60554 2.05268 -4.33306 0.473 0.944 0.011
H -0.79653 1.34615 -5.71957 0.305 0.291 -0.111
H -2.41422 1.96136 -5.85448 -0.199 -0.232 0.015
C -1.10591 1.89748 5.67621 -0.179 0.614 0.803
S -2.93934 1.54942 5.44535 0.072 0.643 1.637
O -3.53384 1.06434 6.77042 1.069 0.579 -1.628
C -3.48471 3.32843 5.22098 0.197 -0.978 0.333
H -0.41619 1.06111 5.78969 -0.663 -0.545 -0.481
H -0.95219 2.41640 6.62236 -0.512 0.243 0.152
H -0.69092 2.56256 4.91887 -0.338 -0.194 -0.332
H -4.57214 3.30197 5.29089 -0.012 -0.275 -0.549
H -3.10406 3.64021 4.24835 -0.321 0.134 0.017
H -3.21817 4.02555 6.01540 0.670 -0.338 0.148
C -2.85231 -5.74749 1.60978 -1.045 1.701 0.120
S -3.57496 -4.06004 2.00731 2.260 -0.100 0.811
O -2.43514 -3.11542 1.69128 -1.126 -0.316 0.041
C -4.81471 -3.86042 0.71773 1.454 -0.297 -0.445
H -3.75464 -6.30374 1.86372 0.490 -1.018 -0.591
H -1.98259 -5.97639 2.22565 -0.452 0.292 0.484
H -2.47442 -5.67747 0.58978 -0.623 -0.397 -0.232
H -5.22518 -2.86395 0.88101 -0.447 -0.361 0.094
H -5.47208 -4.72889 0.67624 -0.316 0.412 0.140
H -4.19115 -3.81465 -0.17512 -0.247 -0.026 -0.348
C 2.17738 -5.40803 0.76316 0.605 0.705 0.387
S 2.99697 -5.31337 -0.89387 0.239 2.428 -1.045
O 2.89307 -3.86074 -1.48936 0.203 -3.048 1.553
C 4.77234 -5.58824 -0.42131 -1.064 0.732 0.653
H 1.09543 -5.50685 0.67527 0.169 -0.122 -0.406
H 2.36360 -4.51753 1.36353 0.086 0.376 -0.348
H 2.58550 -6.20274 1.38762 -0.026 -0.412 -0.470
H 5.34178 -5.82010 -1.32134 -0.263 -0.496 0.229
H 4.69716 -6.31193 0.39030 0.505 -0.553 -0.503
H 5.22913 -4.70657 0.02825 -0.364 0.322 -0.108
C 2.14664 4.37695 -1.34040 0.835 0.082 0.544
S 1.59249 4.35805 -3.02418 -1.089 1.613 -0.746
O 0.66154 5.55424 -3.11731 0.854 -1.114 -0.031
C 3.14317 4.72380 -3.97089 -0.303 -0.126 1.186
H 2.19370 5.41004 -0.99599 0.007 0.098 -0.202
H 3.13688 3.92556 -1.27883 -0.006 -0.132 0.111
H 1.47368 3.81281 -0.69468 -0.062 -0.116 -0.305
H 2.80586 4.87480 -4.99633 0.229 -0.460 0.039
H 3.73587 3.84126 -3.73018 0.043 -0.291 -0.819
H 3.77249 5.55929 -3.66427 -0.540 0.369 0.294
C 3.74247 -1.76881 2.35594 -1.098 -0.594 0.374
S 4.57067 -0.28935 3.05428 -0.072 -1.168 -1.512
O 5.76335 -0.68022 3.86440 -0.473 0.036 -0.541
C 5.20531 0.22714 1.40050 0.360 1.119 0.978
H 2.87235 -1.49614 1.75874 -0.041 0.824 -0.024
H 3.27949 -2.34744 3.15526 0.314 -0.036 0.351
H 4.25408 -2.46538 1.69175 0.891 0.326 0.263
H 4.54593 0.69458 0.66917 -0.760 -0.533 0.300
H 5.84497 -0.52325 0.93590 0.035 0.045 0.332
H 5.74093 1.08559 1.80580 0.886 -0.022 -0.537
C -0.88988 6.62375 1.71105 -0.426 0.688 -0.773
S -2.15479 6.31514 2.99847 0.839 -2.212 -1.697
O -2.98084 5.08775 2.60508 1.156 1.742 0.552
C -0.75640 5.75881 4.04947 -1.114 0.628 2.449
H -1.25361 6.93144 0.73068 -0.494 -0.361 0.038
H -0.24318 5.75109 1.61964 -0.089 0.101 0.017
H -0.35394 7.50808 2.05576 0.268 -0.159 0.274
H 0.13733 6.38275 4.05569 -0.141 0.007 -0.677
H -0.51415 4.70461 4.18396 -0.208 -0.094 -0.916
H -1.21649 6.02928 4.99986 0.267 -0.262 0.638
C 0.75179 -2.17077 6.59530 -0.522 1.342 -0.061
S -0.47361 -3.23410 5.78649 0.658 -0.878 0.968
O -0.50503 -4.47144 6.70190 -0.903 1.834 -1.218
C -1.94419 -2.08590 5.87456 -0.787 -1.382 0.712
H 1.69574 -2.22086 6.05257 -0.079 -0.035 0.209
H 0.87109 -2.24900 7.67592 -0.031 -1.167 -0.075
H 0.33874 -1.16209 6.58755 0.220 0.325 -0.756
H -2.10552 -1.37130 5.06746 1.110 0.237 0.054
H -2.11424 -1.68235 6.87272 0.263 0.261 -0.104
H -2.80392 -2.72647 5.67793 0.011 -0.519 0.227
```
Forces are in eV/Å.

Results
- Multiplicity: 1
- Lowest unoccupied orbital energy: 0.14 eV
- Net charge: 0
- Energy above the lowest of the compared OMol25 structures with the same formula, charge and spin: 6.302 eV
- Max |F|: 4.31 eV/A

Atom charges from the Löwdin analysis, given in e for atoms 1 to 99: -0.2960, 0.6078, -0.2706, -0.1270, -0.0941, -0.2788, -0.1091, -0.0810, -0.2653, -0.1267, -0.1246, 0.0687, 0.0608, 0.0554, 0.0674, 0.0510, 0.0508, 0.0699, 0.0632, 0.0651, 0.0839, 0.0501, 0.0553, 0.0764, 0.0457, 0.0588, 0.0440, 0.0103, 0.0726, -0.3243, 0.5762, -0.2915, -0.0471, -0.1186, -0.2678, -0.1025, -0.0852, -0.2938, -0.1191, -0.1104, 0.0671, 0.0773, 0.0686, 0.0788, 0.0592, 0.0736, 0.0791, 0.0562, 0.0442, 0.0726, 0.0760, 0.0721, 0.0778, 0.0609, 0.0647, 0.0728, 0.0660, 0.0681, -0.2554, 0.8520, -0.5805, -0.2292, 0.0591, 0.0429, 0.0557, 0.0547, 0.0308, 0.0298, -0.2579, 0.8040, -0.5774, -0.2519, 0.0512, 0.0427, 0.0445, 0.0377, 0.0286, 0.0393, -0.2452, 0.8308, -0.5886, -0.2380, 0.0201, 0.0562, 0.0147, 0.0483, -0.0011, 0.0558, -0.2151, 0.8264, -0.5785, -0.2501, 0.0365, 0.0495, 0.0446, 0.0584, 0.0583, 0.0270, -0.2477